{
  "formula": "C18H38F10InN3O26S9",
  "method": "ωB97M-V/def2-TZVPD",
  "total_charge": -1,
  "homo_lumo_gap_ha": [0.300, 0.155],
  "e_lumo_ev": [0.20, -3.70],
  "e_homo_ev": [-7.97, -7.93],
  "spin_multiplicity": 2,
  "total_energy_ha": -7601.25948,
  "species": ["In", "C", "F", "F", "F", "S", "O", "O", "N", "S", "O", "O", "C", "F", "F", "F", "N", "S", "O", "O", "F", "S", "O", "O", "F", "N", "S", "O", "O", "F", "S", "O", "O", "F", "C", "C", "C", "S", "O", "O", "C", "H", "H", "H", "H", "H", "H", "H", "H", "C", "C", "C", "S", "O", "O", "C", "H", "H", "H", "H", "H", "H", "H", "H", "C", "C", "O", "S", "O", "O", "O", "H", "H", "H", "H", "C", "C", "O", "O", "H", "H", "H", "H", "H", "H", "C", "C", "O", "O", "H", "H", "H", "H", "H", "H", "C", "C", "O", "O", "H", "H", "H", "H", "H", "H"],
  "coordinates": [[-2.829573, -0.041480, -0.428454], [-6.157573, -1.725630, -3.915604], [-7.125043, -1.583230, -2.956384], [-5.586553, -2.970150, -3.832984], [-6.797243, -1.464210, -5.083704], [-4.800193, -0.423110, -3.679134], [-4.486693, 0.269740, -4.975214], [-5.237483, 0.423140, -2.551004], [-3.542463, -1.384640, -2.922964], [-2.835013, -1.992350, -4.160924], [-3.524443, -2.330050, -5.400934], [-1.567073, -1.339200, -4.304484], [-2.294083, -3.728850, -3.349874], [-3.321793, -4.451690, -2.833414], [-1.540863, -4.350930, -4.264964], [-1.399503, -3.342680, -2.359864], [-0.133973, -0.409450, -0.009454], [0.845067, -1.469530, 0.245186], [1.137887, -2.017980, 1.555336], [1.854547, -1.710140, -0.795284], [-0.154593, -2.539860, -0.278164], [0.997997, 0.747330, 0.503816], [1.949277, 1.164070, -0.488014], [1.201257, 0.980910, 1.920636], [-0.092693, 1.975450, 0.319446], [-2.050753, 2.293090, -1.841454], [-2.259423, 3.832690, -1.984594], [-2.975183, 4.291510, -3.135644], [-1.189693, 4.681090, -1.486534], [-3.384123, 4.038820, -0.852764], [-0.883343, 2.328940, -3.166924], [0.390137, 3.042300, -2.988654], [-1.320973, 2.197830, -4.588984], [-0.416693, 0.865800, -2.856094], [-0.809733, 2.114440, 4.753876], [-0.626683, 3.608460, 4.297306], [-1.521923, 4.016650, 3.096706], [-2.734853, 2.663620, 2.980336], [-2.447543, 1.807700, 1.835506], [-4.016863, 3.229000, 3.149936], [-2.261683, 1.861800, 4.517966], [-0.612543, 1.980650, 5.817516], [-0.045763, 1.477800, 4.307626], [0.439637, 3.744520, 4.116896], [-0.816503, 4.173450, 5.209916], [-1.039593, 4.025710, 2.119276], [-2.157283, 4.899590, 3.166286], [-2.603233, 0.848540, 4.306446], [-2.975113, 2.149100, 5.290346], [3.690577, -0.140860, -3.848254], [3.997337, -0.114730, -5.323284], [4.693647, 1.203320, -5.666014], [3.974957, 2.442700, -4.536074], [2.830167, 3.077750, -5.262054], [4.964937, 3.351680, -4.019204], [3.386677, 1.273860, -3.306274], [4.307897, -0.776470, -3.213424], [2.797207, -0.715660, -3.604104], [3.045157, -0.249980, -5.836294], [4.632477, -0.950290, -5.617434], [4.528067, 1.446910, -6.715464], [5.733257, 1.163990, -5.340784], [2.394077, 1.641060, -3.045504], [4.048257, 1.473260, -2.463274], [3.603657, 5.162440, -1.144294], [2.066697, 4.945290, -0.856284], [1.894727, 5.445520, 0.478506], [3.275487, 5.218170, 1.312586], [3.178217, 4.245640, 2.393636], [3.882417, 6.462730, 1.793646], [4.130967, 4.664880, 0.068656], [3.581457, 6.251970, -1.121394], [3.906697, 4.809400, -2.130004], [1.910437, 3.866620, -0.868444], [1.451927, 5.402890, -1.631374], [-3.132203, -2.531170, 2.599396], [-3.062793, -3.794100, 1.667736], [-3.620763, -3.236530, 0.495826], [-2.255783, -1.499380, 2.139956], [-2.850243, -2.700170, 3.638646], [-4.138583, -2.121800, 2.511556], [-3.812023, -4.489620, 2.045906], [-2.055783, -4.162000, 1.471076], [-3.292093, -3.774850, -0.227904], [-1.540853, -1.532850, 2.779766], [0.581737, -2.809500, 5.372356], [-0.442693, -2.716200, 6.621776], [-1.326093, -3.862100, 6.571196], [0.138167, -2.559500, 4.092576], [1.108977, -3.763490, 5.367326], [1.397927, -2.093530, 5.468906], [-1.070463, -1.826020, 6.661536], [-0.059733, -2.736290, 7.642086], [-1.903143, -3.606500, 7.294576], [0.812737, -2.672160, 3.418886], [2.504087, -5.418480, 0.774986], [3.559897, -4.284860, 0.622906], [3.967477, -3.777840, 1.924146], [2.984747, -6.666580, 1.259486], [2.093707, -5.610980, -0.216304], [1.699757, -5.051820, 1.412736], [3.296717, -3.452550, -0.029854], [4.379297, -4.730110, 0.058596], [4.611447, -3.066980, 1.884426], [3.279757, -6.512750, 2.159986]],
  "forces_ev_per_a": [[1.01, 0.42, -0.54], [-1.11, -0.21, -0.05], [1.65, -0.50, -0.85], [-1.77, 1.75, -0.34], [1.20, -0.98, 1.05], [0.98, 3.67, 0.46], [-1.02, -2.61, 3.89], [0.37, -1.31, -1.34], [-3.95, 2.25, -0.29], [4.65, -3.57, -2.34], [-0.22, 0.41, 1.93], [0.00, -0.20, -0.16], [0.83, 2.87, -0.31], [1.55, 0.25, -0.55], [-1.16, -0.58, 0.64], [-1.66, -1.06, -0.55], [-0.56, 6.45, 1.31], [3.59, -12.20, -2.42], [0.10, 1.79, -0.39], [-0.07, 1.85, 1.99], [-1.75, -2.07, -0.06], [-2.69, 9.00, 0.31], [-0.03, -1.58, 0.96], [0.54, -2.12, -1.42], [0.33, -0.96, -0.33], [2.06, -0.46, -2.61], [-2.68, 5.68, 3.08], [0.72, -0.65, -0.31], [-0.89, -1.25, -0.54], [0.28, -0.73, 0.15], [3.28, -3.03, -4.31], [-2.78, -0.46, 0.43], [-0.07, 0.87, 4.29], [-0.19, -0.83, 0.52], [0.28, 0.77, 0.09], [0.84, -0.03, 0.76], [-0.03, -1.29, -0.18], [2.11, 0.42, 0.27], [-0.29, -0.22, 0.16], [-2.29, 0.38, -0.12], [-1.25, -1.87, -1.07], [0.03, 0.48, 0.14], [-0.66, -0.26, -0.72], [-0.11, 0.24, -0.42], [-0.39, 0.50, -0.32], [0.40, 0.04, 0.16], [0.33, 0.03, 0.42], [0.54, -0.50, 0.06], [0.38, 0.77, 0.05], [-1.96, -0.61, 1.60], [-0.04, -0.17, -0.24], [-0.27, -0.28, 0.68], [-2.83, 1.06, -2.91], [2.00, -1.44, 1.54], [0.53, -0.11, 0.42], [1.67, 0.55, 0.33], [1.16, 0.88, -0.05], [-0.58, 0.00, -0.75], [0.13, 0.36, -0.37], [0.00, -0.03, 0.03], [0.32, 0.49, 0.27], [0.18, -0.01, -0.46], [-0.24, -0.71, -0.21], [-0.19, 0.09, 0.21], [-3.89, 1.67, 0.33], [1.57, -1.41, -1.59], [0.98, 0.10, 0.86], [1.33, 0.92, 2.33], [-0.51, 0.59, -2.45], [-1.51, -1.36, -1.67], [0.89, -0.62, 0.81], [1.14, 0.29, -0.21], [0.65, -0.72, 0.69], [-0.49, 0.02, 0.14], [-0.31, 0.33, 0.71], [0.71, -0.58, -0.36], [-1.01, 2.29, 1.22], [0.16, -0.04, -1.40], [-0.32, 0.00, -0.25], [-0.37, -0.50, 0.05], [-0.17, -0.30, 0.19], [0.56, -0.64, 0.25], [-0.07, -0.16, 0.44], [-0.18, 0.13, -0.50], [0.83, 0.35, -0.20], [1.45, 0.41, 2.00], [0.09, -0.79, -1.88], [0.13, 0.76, 0.03], [-2.88, 0.24, -0.81], [-0.41, -0.49, 0.59], [0.10, 0.31, 1.15], [0.12, 0.44, -0.86], [1.43, 0.02, -0.38], [-0.64, -0.78, 0.00], [0.33, 0.07, -0.01], [0.20, 1.24, -0.14], [0.58, -0.28, 0.19], [-0.56, -1.04, -0.23], [0.22, 0.45, -0.09], [0.01, 0.01, 0.01], [-0.18, 0.05, 0.06], [-0.95, -0.06, 0.24], [0.59, -0.30, 0.40], [-0.08, -0.03, -0.51], [0.12, -0.05, 0.13]]
}